# 1
66
Properties=species:S:1:pos:R:3:forces:R:3:lowdin_charge:R:1 method="wB97M-V/def2-TZVPD" relative_energy_ev=0.000 e_homo_ev="-16.66 / -17.18" charge=+3 homo_lumo_gap_ev="6.59 / 4.56" spin_multiplicity=5
Pt -0.5731 1.4795 -1.0642 -0.595 0.548 0.394 1.1374
I 3.1961 2.2926 -3.3627 0.019 -0.001 0.159 0.5275
I 5.2752 3.8039 -3.7906 -0.151 -0.094 0.001 0.5737
N -1.5930 1.4516 -4.8657 0.209 0.356 0.785 0.1304
C -0.2487 0.8860 -5.1899 0.080 0.130 0.051 -0.1860
P 0.2417 -0.1942 -3.7869 -0.121 -0.198 0.648 0.4055
O -1.0295 -0.8411 -3.3206 0.114 0.153 -0.011 -0.3462
O 1.1192 0.5757 -2.8051 -0.059 -0.227 -0.631 -0.6300
C 1.1966 -1.6299 -4.4801 -0.043 -0.069 -0.023 -0.1443
N 0.3149 -2.8608 -4.3544 0.181 0.250 -0.031 0.1645
H -1.9569 2.0301 -5.6198 -0.022 0.087 -0.064 0.1717
H -1.5033 2.0450 -3.9389 0.067 -0.157 -0.437 0.1119
H -2.2593 0.7014 -4.6747 -0.021 -0.109 0.048 0.1502
H 0.4543 1.7079 -5.3074 -0.049 0.060 -0.088 0.0914
H -0.2923 0.3184 -6.1184 -0.105 0.042 -0.034 0.1138
H 2.0902 -1.7727 -3.8782 0.014 -0.081 -0.001 0.1075
H 1.4935 -1.4966 -5.5184 0.014 -0.089 0.002 0.1117
H -0.5366 -2.5586 -3.8338 -0.029 0.126 0.032 0.1236
H 0.7714 -3.6159 -3.8446 0.067 -0.042 0.021 0.1727
H 0.0294 -3.2361 -5.2582 -0.001 -0.005 -0.075 0.1749
C -1.1234 4.1654 -2.3576 0.139 -0.530 -0.049 -0.1452
O -0.9812 2.7291 -2.5503 -0.023 0.153 -0.376 -0.5850
H -0.6908 4.4795 -1.4110 0.060 -0.041 0.101 0.0706
H -2.1746 4.4393 -2.3591 -0.130 -0.064 -0.006 0.0873
H -0.6196 4.6989 -3.1637 0.027 -0.080 -0.055 0.0806
C -2.7140 0.6255 2.7499 -0.056 0.018 0.195 -0.0732
C -1.2777 0.4769 3.2825 0.249 -0.133 -0.424 -0.5998
C -1.2283 -0.4372 4.5145 -0.102 0.173 0.112 -0.0528
C -0.7735 1.8845 3.6311 -0.163 0.026 0.152 -0.0752
P -0.1748 -0.2075 1.9033 -0.301 0.024 -0.011 1.0714
N -0.7013 0.5484 0.4979 0.837 -0.370 -0.014 -0.3408
C 1.6559 0.2270 2.1269 -0.347 -0.056 -0.199 -0.5982
C 2.1174 -0.1490 3.5404 0.156 0.050 0.006 -0.0524
C 2.4723 -0.5553 1.0874 0.159 0.137 0.095 -0.0803
C 1.8875 1.7254 1.8691 0.233 -0.029 0.053 -0.0790
C -0.4695 -2.0513 1.5447 -0.002 0.425 -0.133 -0.5903
C -1.9835 -2.3104 1.6023 0.050 -0.148 -0.019 -0.0738
C 0.2643 -2.9226 2.5699 -0.095 -0.152 -0.050 -0.0553
C -0.0130 -2.4001 0.1113 0.034 -0.086 0.118 -0.0880
H -3.2798 1.1862 3.4986 0.049 -0.043 -0.017 0.1062
H -3.2258 -0.3198 2.6094 0.008 -0.008 -0.018 0.0669
H -2.7566 1.1940 1.8216 0.028 0.009 0.002 0.0717
H -1.8065 0.0411 5.3108 0.025 -0.002 -0.078 0.1121
H -0.2189 -0.5792 4.8996 -0.032 -0.008 -0.026 0.0769
H -1.6814 -1.4105 4.3387 0.016 0.022 -0.009 0.0727
H -1.4949 2.3265 4.3228 0.025 -0.040 -0.030 0.1077
H -0.7294 2.5377 2.7571 0.014 -0.033 0.016 0.0877
H 0.1866 1.8815 4.1396 -0.004 0.007 -0.018 0.0696
H 1.9665 -1.2013 3.7694 -0.003 -0.024 0.008 0.0770
H 1.6392 0.4492 4.3121 0.007 -0.004 -0.017 0.0735
H 3.1927 0.0450 3.6073 -0.081 -0.005 -0.038 0.1114
H 2.4631 -1.6256 1.2678 -0.007 -0.028 -0.023 0.0655
H 3.5135 -0.2290 1.1765 -0.101 -0.016 0.004 0.1023
H 2.1467 -0.3488 0.0658 -0.047 -0.017 -0.022 0.0688
H 1.5485 2.3629 2.6780 -0.008 -0.018 -0.013 0.0705
H 1.4305 2.0677 0.9415 -0.074 -0.003 -0.111 0.0444
H 2.9677 1.8749 1.7680 -0.101 -0.022 0.058 0.1006
H -2.3900 -2.2283 2.6057 -0.008 0.011 -0.002 0.0716
H -2.1479 -3.3407 1.2759 0.007 0.051 0.040 0.1031
H -2.5437 -1.6601 0.9289 0.032 -0.002 0.009 0.0899
H 0.0046 -2.6800 3.5988 -0.009 0.002 -0.014 0.0783
H 1.3465 -2.8810 2.4625 -0.021 0.001 0.000 0.0725
H -0.0377 -3.9606 2.4001 0.018 0.063 0.004 0.1104
H -0.4003 -1.7038 -0.6329 -0.060 0.037 0.010 0.0457
H -0.4231 -3.3887 -0.1175 0.058 0.053 0.046 0.0967
H 1.0683 -2.4621 0.0164 -0.025 0.020 -0.002 0.0633

***

# 2
61
Properties=species:S:1:pos:R:3:forces:R:3:lowdin_charge:R:1 method="wB97M-V/def2-TZVPD" relative_energy_ev=0.796 e_homo_ev=-13.24 charge=+1 homo_lumo_gap_ev=10.95
Na -0.0747 0.1760 0.1794 -0.116 0.015 -0.102 0.4610
C -4.3464 -0.2286 -1.0875 -0.292 1.083 -0.086 -0.0431
C -4.1412 0.5663 0.2074 0.183 -1.684 -0.489 -0.4459
C -4.9687 -0.0822 1.2915 -0.568 -0.293 1.305 -0.0657
O -2.7492 0.3863 0.5545 0.521 0.804 0.146 -0.0786
H -5.3715 -0.0168 -1.4021 -0.005 -0.391 -0.080 0.0890
H -4.1930 -1.2939 -0.9383 -0.057 -0.041 0.104 0.0867
H -3.7113 0.1226 -1.9029 0.171 0.006 0.157 0.0637
H -4.3939 1.6189 0.0679 0.169 0.019 -0.009 0.1424
H -4.5403 -1.0298 1.6298 0.360 0.032 -0.378 0.0867
H -5.9923 -0.3611 1.0283 0.038 0.461 -0.342 0.0873
H -5.0322 0.5074 2.2143 -0.004 0.214 -0.227 0.0809
H -2.5636 0.9225 1.3390 -0.119 -0.223 0.001 0.0729
C -1.0598 0.5456 -4.1853 0.168 -0.345 0.370 -0.0372
C -0.0293 0.3858 -3.0655 -0.129 0.036 -0.042 -0.4683
C 1.3620 0.3154 -3.6720 0.457 -0.079 -0.253 -0.0425
O -0.1394 1.4618 -2.1114 0.128 -0.096 -0.200 -0.0658
H -2.0768 0.5645 -3.7975 0.013 0.147 0.046 0.0693
H -0.9813 -0.3052 -4.8629 -0.008 0.073 -0.099 0.0887
H -0.8522 1.4589 -4.7439 -0.084 0.021 -0.050 0.0902
H -0.2675 -0.4978 -2.4659 0.095 -0.185 -0.183 0.1286
H 1.5619 1.2498 -4.2061 -0.042 -0.028 -0.063 0.0918
H 1.4364 -0.4919 -4.4034 -0.224 0.057 -0.072 0.0887
H 2.2127 0.1600 -3.0059 -0.379 0.091 0.465 0.0674
H 0.1108 2.2575 -2.6000 -0.064 0.081 0.344 0.1019
C 1.3742 -3.9002 -1.0922 -0.423 1.371 -0.446 -0.0299
C -0.0042 -3.4873 -0.5602 -0.481 -0.855 1.039 -0.4444
C -0.6670 -4.6040 0.2485 1.040 -0.456 0.707 -0.0530
O 0.0907 -2.3006 0.2706 0.231 0.150 -0.205 -0.0871
H 1.2528 -4.0950 -2.1567 0.395 -0.533 0.056 0.0850
H 1.8961 -4.6778 -0.5442 -0.282 -0.280 -0.050 0.0835
H 1.9898 -2.9964 -1.0330 0.129 -0.101 -0.138 0.0692
H -0.7059 -3.2909 -1.3691 0.263 0.685 -0.085 0.1342
H -1.4108 -4.3011 0.9858 -0.584 0.329 -0.771 0.0823
H 0.0629 -5.0725 0.9271 0.234 -0.047 -0.387 0.0815
H -0.9890 -5.3789 -0.4456 -0.353 -0.057 0.246 0.0906
H 0.6921 -2.5601 0.9813 -0.118 0.145 0.051 0.1013
C 0.7208 2.7004 4.1692 -0.617 -0.795 0.249 -0.0360
C -0.3917 2.3357 3.1844 0.050 0.215 0.602 -0.4772
C -0.2529 3.1435 1.9059 -0.234 -1.156 0.137 -0.0271
O -0.3271 0.9435 2.8589 0.120 -0.289 -0.910 -0.0601
H 0.5315 3.6607 4.6453 0.370 0.240 -0.366 0.0920
H 1.6748 2.5899 3.6547 0.134 0.481 0.126 0.0791
H 0.7394 1.9878 5.0017 -0.094 -0.040 -0.068 0.0840
H -1.3812 2.5232 3.6240 0.154 0.082 0.041 0.1425
H -0.9036 2.7298 1.1285 -0.274 0.332 0.074 0.0750
H 0.7613 2.9998 1.5277 0.104 0.576 0.087 0.0719
H -0.5259 4.1661 2.1474 0.292 0.187 -0.432 0.1004
H -0.2496 0.4068 3.6534 -0.045 0.147 0.095 0.1008
C 4.6145 0.8558 -0.5794 0.634 -0.139 -0.013 -0.0447
C 3.5273 0.2539 0.3256 0.668 1.442 -0.480 -0.4459
C 3.8887 0.4772 1.7745 0.422 -1.344 0.636 -0.0553
O 2.2984 0.9441 0.0195 -0.762 -0.289 0.188 -0.0891
H 4.4420 0.7470 -1.6496 -0.284 -0.176 0.071 0.0716
H 5.6161 0.4600 -0.3792 -0.229 -0.342 0.074 0.0878
H 4.7474 1.9264 -0.3948 -0.416 0.004 0.138 0.0869
H 3.3305 -0.7973 0.1130 0.114 0.028 -0.009 0.1346
H 4.7231 -0.1799 2.0513 -0.003 0.073 -0.186 0.0933
H 3.0787 0.1373 2.4256 -0.114 0.413 0.033 0.0790
H 4.2442 1.4761 2.0272 -0.394 0.204 -0.223 0.0919
H 2.3125 1.7853 0.4915 0.138 0.016 -0.146 0.0809

***

# 3
73
Properties=species:S:1:pos:R:3:forces:R:3:lowdin_charge:R:1 method="wB97M-V/def2-TZVPD" e_homo_ev="-12.31 / -12.31" charge=+2 homo_lumo_gap_ev="6.81 / 2.13" spin_multiplicity=2
O -0.8134 1.1200 1.1189 0.149 -0.522 -0.158 -0.3708
V -0.0808 0.6423 -0.2172 -0.361 -0.894 0.919 0.8024
O -0.3946 -0.9305 -0.3929 -0.281 1.696 0.108 -0.3455
C -3.5495 -3.5708 1.7878 -1.109 2.892 -0.781 -0.1272
C -2.8317 -3.6379 0.4048 0.856 -0.012 2.964 -0.0999
O -2.3382 -4.9933 0.5268 -0.126 -0.179 -0.439 0.0082
C -2.6907 -5.5654 1.7501 0.248 -3.911 -0.895 -0.5441
O -2.5554 -6.7389 2.0407 0.608 2.394 -1.109 0.1551
O -3.3171 -4.7330 2.5271 -0.465 1.319 -0.040 0.1153
H -4.6003 -3.3782 1.5715 -0.304 -0.572 0.559 0.1290
H -3.2083 -2.7100 2.3629 0.115 -0.079 0.059 0.1272
H -2.0266 -2.9044 0.4481 0.624 -0.423 -0.167 0.0878
H -3.4227 -3.2919 -0.4432 -0.398 -1.332 -0.178 0.1223
C 0.7962 -6.0763 -0.1820 -1.542 0.771 -0.081 -0.2124
S 1.0028 -4.2645 0.1513 2.007 -1.492 -0.647 0.8384
O 2.5177 -4.1256 0.2201 -1.151 0.597 0.324 -0.5819
C 0.6122 -3.6037 -1.4989 0.447 0.632 0.200 -0.2780
H -0.2766 -6.2250 -0.0588 -0.183 -0.152 -0.168 0.0227
H 1.2474 -6.7380 0.5574 0.507 0.556 -0.079 0.0659
H 1.0401 -6.2996 -1.2206 0.402 0.010 0.239 0.0556
H -0.4511 -3.4704 -1.6981 0.021 -0.493 -0.056 0.0443
H 1.2175 -4.0712 -2.2755 -0.382 -0.597 0.070 0.0628
H 1.0292 -2.5984 -1.4396 -0.094 0.142 0.283 0.0162
C -0.4369 -0.9713 -3.9908 -0.332 -0.504 1.073 -0.2388
S 0.2966 0.6613 -3.7065 1.421 -0.330 0.521 0.9581
O 0.6432 0.8183 -2.2007 0.468 -0.416 -1.995 -0.6427
C 1.8867 0.1871 -4.6186 -0.802 0.269 0.550 -0.1752
H -1.0622 -1.0257 -4.8819 0.320 0.314 -0.151 0.0762
H -1.0751 -1.1781 -3.1317 -0.122 0.286 0.083 0.0270
H 0.2907 -1.7816 -3.9457 0.190 0.233 -0.322 0.0547
H 2.7159 0.8821 -4.4863 -0.309 0.098 0.376 0.0612
H 1.6260 0.1939 -5.6769 -0.192 -0.135 0.020 0.0644
H 2.1305 -0.8197 -4.2794 0.179 0.214 -0.040 0.0540
C 3.2861 1.1401 2.8299 0.546 0.746 -1.091 -0.2427
S 1.9181 0.0769 2.2832 0.937 -1.441 0.698 0.9395
O 1.7623 0.1577 0.7830 0.083 0.290 -0.376 -0.5776
C 2.9444 -1.4254 2.5873 -0.297 -0.407 -0.283 -0.2040
H 3.2673 1.3858 3.8917 -0.284 -0.265 -0.043 0.0518
H 3.2691 2.0503 2.2303 -0.434 0.235 0.141 0.0414
H 4.2565 0.7169 2.5704 -0.115 -0.338 0.168 0.0667
H 2.4274 -2.3712 2.4256 -0.559 0.251 0.209 0.0455
H 3.3468 -1.3582 3.5981 -0.218 0.025 0.052 0.0647
H 3.7749 -1.5147 1.8869 0.007 0.690 -0.188 0.0781
C 2.2121 4.8959 0.3155 -0.258 0.519 -0.504 -0.2432
S 2.1286 3.3927 -0.6741 -1.357 -0.857 -0.552 0.9484
O 0.9734 2.5889 -0.0241 1.114 1.178 -0.514 -0.6402
C 1.3662 4.1918 -2.1570 0.287 0.602 1.121 -0.1980
H 1.2149 5.3074 0.4720 -0.255 -0.586 0.478 0.0668
H 2.6524 5.7194 -0.2466 0.693 -0.348 -0.114 0.0647
H 2.7871 4.6940 1.2192 -0.238 0.063 -0.052 0.0522
H 1.2170 3.6421 -3.0864 0.234 -0.472 0.546 0.0517
H 2.0103 5.0527 -2.3365 -0.083 0.030 -0.245 0.0544
H 0.4269 4.5309 -1.7203 -0.196 0.049 -0.393 0.0597
C -3.4634 0.0965 -2.4030 -0.064 -0.442 0.340 -0.2376
S -3.1031 1.6954 -1.6199 0.415 -0.538 -1.655 0.9813
O -1.6129 1.7479 -1.3034 -0.493 -0.103 -0.506 -0.6218
C -3.3124 2.6519 -3.1973 0.682 0.886 0.658 -0.2146
H -3.1149 -0.7318 -1.7861 -0.022 0.213 0.382 0.0461
H -3.0256 -0.0600 -3.3889 -0.026 0.544 0.029 0.0464
H -4.5505 0.0411 -2.4610 -0.040 0.012 -0.090 0.0682
H -2.7616 2.3915 -4.1011 0.120 -1.070 0.328 0.0605
H -2.8337 3.5949 -2.9336 -0.488 0.363 0.151 0.0471
H -4.3591 2.7967 -3.4647 -0.022 -0.057 0.419 0.0685
C 1.0639 3.1794 5.5448 -0.396 1.072 -0.685 -0.1245
S -0.3283 4.3183 4.9372 1.481 -1.201 -2.178 1.1133
O 0.3033 5.4815 4.1859 -0.421 -0.613 1.002 -0.2805
C -0.8810 3.1952 3.5559 -1.092 0.260 -0.254 -0.1765
H 0.5696 2.2915 5.9391 0.112 0.240 0.322 0.0808
H 1.7425 3.7443 6.1839 -0.410 -0.177 0.369 0.0802
H 1.5892 2.9515 4.6173 -0.140 -0.067 -0.041 0.0385
H -1.1882 2.2423 3.9869 0.312 0.013 0.093 0.0800
H -0.1625 3.1147 2.7402 0.811 -0.127 0.572 0.0539
H -1.7343 3.5816 2.9984 -0.329 0.447 0.642 0.0789